--- a ---
{"formula": "F6KN3O12S6", "method": "the ωB97M-V functional and the def2-TZVPD basis", "elements": ["K", "N", "S", "O", "O", "F", "S", "O", "O", "F", "N", "S", "O", "O", "F", "S", "O", "O", "F", "N", "S", "O", "O", "F", "S", "O", "O", "F"], "positions_angstrom": [[-13.03, 1.66, -4.20], [-10.17, 1.43, -0.83], [-9.29, 1.91, -2.07], [-10.02, 2.41, -3.20], [-8.10, 1.17, -2.30], [-8.81, 3.30, -1.41], [-10.70, -0.02, -1.30], [-9.83, -1.14, -1.28], [-11.66, 0.08, -2.35], [-11.57, -0.25, 0.00], [-12.84, 3.46, -6.32], [-11.80, 3.22, -7.58], [-11.33, 4.38, -8.22], [-12.13, 2.09, -8.38], [-10.63, 2.74, -6.64], [-14.24, 3.53, -7.03], [-14.89, 2.27, -7.19], [-14.38, 4.47, -8.07], [-15.06, 4.14, -5.82], [-14.51, 2.26, -2.06], [-15.58, 3.53, -2.05], [-15.48, 4.27, -0.84], [-16.87, 3.33, -2.62], [-14.82, 4.39, -3.14], [-15.53, 1.04, -1.92], [-15.88, 0.51, -3.20], [-16.37, 0.92, -0.78], [-14.34, 0.03, -1.48]], "mulliken_charge": [0.9468, -0.3295, 1.0206, -0.4767, -0.5928, -0.3059, 0.9915, -0.5794, -0.5016, -0.2773, -0.2402, 1.0204, -0.5889, -0.5773, -0.2109, 1.1229, -0.5746, -0.6388, -0.2246, -0.1852, 1.0358, -0.6367, -0.5680, -0.2237, 1.0369, -0.5893, -0.5985, -0.2548], "e_lumo_ev": 4.4985, "gap_ev": 9.590, "total_charge": -2, "e_homo_ev": -5.09}

---

--- b ---
{"formula": "F6KN3O12S6", "method": "the ωB97M-V functional and the def2-TZVPD basis", "elements": ["K", "N", "S", "O", "O", "F", "S", "O", "O", "F", "N", "S", "O", "O", "F", "S", "O", "O", "F", "N", "S", "O", "O", "F", "S", "O", "O", "F"], "positions_angstrom": [[-1.66, -0.27, -0.81], [1.51, 6.14, -1.60], [2.57, 5.10, -1.94], [2.13, 3.95, -2.79], [3.69, 4.96, -1.01], [3.23, 6.06, -3.07], [1.09, 5.19, -0.24], [1.78, 5.39, 1.05], [0.57, 3.81, -0.54], [-0.30, 5.92, 0.09], [-3.37, -4.19, -0.99], [-4.93, -4.60, -0.27], [-4.65, -5.41, 0.91], [-6.13, -4.86, -1.06], [-5.25, -3.09, 0.33], [-3.55, -5.15, -2.17], [-3.98, -4.45, -3.40], [-3.92, -6.51, -1.93], [-1.94, -5.22, -2.50], [1.59, -0.56, 2.14], [3.17, -1.00, 1.66], [4.01, -1.60, 2.69], [3.80, -0.17, 0.61], [2.60, -2.25, 0.78], [2.08, 0.37, 3.22], [3.00, 1.45, 2.87], [2.13, -0.21, 4.56], [0.74, 1.21, 3.37]], "mulliken_charge": [0.9738, -0.2942, 1.1085, -0.5927, -0.5599, -0.3311, 1.0585, -0.5505, -0.5388, -0.2950, -0.2848, 1.0730, -0.5615, -0.5176, -0.2983, 1.0895, -0.6253, -0.5391, -0.3239, -0.2715, 1.0594, -0.5547, -0.5316, -0.2839, 1.0833, -0.5384, -0.6365, -0.3169], "e_lumo_ev": 2.3218, "gap_ev": 7.444, "total_charge": -2, "e_homo_ev": -5.12}

---

Most stable: a. Least stable: b.

---

--- a ---
{"formula": "C6H31NO10", "method": "the ωB97M-V functional and the def2-TZVPD basis", "elements": ["C", "O", "C", "C", "C", "C", "C", "N", "H", "H", "H", "H", "H", "H", "H", "H", "H", "H", "H", "H", "H", "H", "H", "O", "H", "H", "O", "H", "H", "O", "H", "H", "O", "H", "H", "O", "H", "H", "O", "H", "H", "O", "H", "H", "O", "H", "H", "O"], "positions_angstrom": [[-2.43, -2.28, -0.09], [-2.39, -1.34, 1.03], [-1.18, -2.10, -0.91], [-0.59, -0.69, -0.93], [-1.54, 0.40, -1.49], [-2.71, 0.10, -2.11], [0.18, 2.07, -0.78], [-1.21, 1.67, -1.12], [-2.59, -3.20, 0.55], [-3.42, -2.12, -0.52], [-2.71, -0.49, 0.71], [-0.42, -2.73, -0.41], [-1.36, -2.52, -1.91], [0.31, -0.76, -1.54], [-0.20, -0.47, 0.08], [-3.55, 0.74, -2.41], [-3.06, -0.91, -2.31], [0.05, 2.29, 0.26], [0.94, 1.42, -1.19], [0.40, 3.02, -1.28], [-1.75, 2.33, -1.67], [2.34, -3.49, -0.30], [3.26, -3.13, 0.78], [2.81, -3.91, 0.41], [-4.26, 1.95, 0.95], [-3.50, 1.69, -0.33], [-4.33, 1.47, 0.11], [2.47, 2.01, 1.19], [3.62, 1.11, 1.39], [3.01, 1.65, 1.89], [3.01, 0.08, -0.42], [3.42, 0.71, -1.70], [3.04, 0.95, -0.85], [-2.41, 1.35, 2.31], [-1.19, 0.56, 1.79], [-1.46, 1.42, 2.14], [3.86, -1.65, 2.08], [4.68, -1.59, 0.81], [3.78, -1.46, 1.14], [2.83, -2.64, -3.22], [3.74, -2.07, -2.31], [2.86, -1.86, -2.67], [0.76, 0.71, 3.08], [2.22, 0.40, 3.18], [1.35, -0.01, 3.33], [-2.44, 4.03, 0.35], [-1.71, 3.42, 1.64], [-2.51, 3.85, 1.29]], "mulliken_spin": [0.0188, -0.0023, -0.0017, 0.0002, 0.1448, 0.4404, -0.0050, 0.3518, 0.0017, -0.0012, -0.0033, -0.0003, -0.0013, 0.0030, 0.0013, 0.0067, 0.0328, 0.0144, 0.0061, 0.0037, -0.0158, 0.0000, 0.0000, 0.0000, 0.0018, -0.0031, 0.0055, 0.0003, 0.0000, 0.0002, 0.0001, -0.0001, 0.0004, 0.0000, -0.0018, 0.0015, 0.0000, 0.0000, 0.0000, 0.0000, 0.0000, 0.0001, 0.0000, 0.0000, 0.0000, -0.0003, 0.0000, 0.0010], "spin_multiplicity": 2, "e_lumo_ev": [-3.2804, -7.1952], "gap_ev": [9.955, 6.041], "s_squared": 0.769, "total_charge": 1, "e_homo_ev": [-13.24, -13.24]}

---

--- b ---
{"formula": "C6H31NO10", "method": "the ωB97M-V functional and the def2-TZVPD basis", "elements": ["O", "C", "C", "C", "C", "C", "C", "N", "H", "H", "H", "H", "H", "H", "H", "H", "H", "H", "H", "H", "H", "H", "H", "O", "H", "H", "O", "H", "H", "O", "H", "H", "O", "H", "H", "O", "H", "H", "O", "H", "H", "O", "H", "H", "O", "H", "H", "O"], "positions_angstrom": [[0.11, -3.78, -0.56], [1.28, -3.58, -0.62], [1.72, -2.15, -0.05], [1.51, -1.03, -0.96], [0.22, -0.73, -1.62], [-0.93, -0.64, -0.60], [-1.07, 0.65, 0.21], [-2.41, 1.11, 0.17], [2.00, -4.35, -0.85], [1.08, -1.92, 0.82], [2.68, -2.10, 0.26], [2.30, -1.11, -1.73], [1.92, -0.16, -0.61], [0.16, 0.27, -2.21], [0.13, -1.52, -2.47], [-0.79, -1.39, 0.16], [-1.98, -0.86, -1.14], [-0.41, 1.54, 0.12], [-0.83, 0.53, 1.21], [-2.53, 2.01, -0.22], [-3.00, 0.46, -0.22], [-2.52, 0.07, -2.33], [-3.42, -0.81, -3.02], [-3.44, -0.04, -2.57], [-1.96, -3.21, -1.29], [-2.84, -2.56, -0.18], [-2.81, -2.88, -1.08], [3.66, 1.10, 1.83], [2.43, 0.58, 1.05], [2.74, 1.23, 1.68], [1.71, -0.98, 3.66], [1.34, -2.36, 3.93], [2.06, -1.78, 3.83], [-0.95, -0.95, 2.54], [-1.35, -0.57, 4.06], [-0.97, -1.18, 3.43], [1.72, 2.53, -3.43], [2.35, 1.38, -4.00], [1.45, 1.69, -3.82], [-1.91, 2.23, 2.96], [-3.23, 1.92, 2.19], [-2.86, 2.10, 3.04], [-0.62, 4.89, 0.25], [-1.47, 3.98, -0.51], [-0.58, 4.10, -0.28], [2.66, 2.85, -0.50], [3.97, 2.29, -0.21], [3.65, 3.09, -0.31]], "mulliken_spin": [0.0004, 0.0000, -0.0011, 0.0045, 0.0221, 0.0050, 0.0871, 0.7358, 0.0001, 0.0002, -0.0002, 0.0030, -0.0002, -0.0003, 0.0058, 0.0061, 0.0031, 0.0654, 0.0756, -0.0195, -0.0159, -0.0036, 0.0002, 0.0030, 0.0001, -0.0001, 0.0002, 0.0000, 0.0010, -0.0001, -0.0001, 0.0000, 0.0000, -0.0014, 0.0003, 0.0026, 0.0000, 0.0000, 0.0000, -0.0005, -0.0046, 0.0248, -0.0001, 0.0006, 0.0008, 0.0001, 0.0000, 0.0000], "spin_multiplicity": 2, "e_lumo_ev": [-3.5382, -8.9940], "gap_ev": [9.672, 4.213], "s_squared": 0.754, "total_charge": 1, "e_homo_ev": [-13.21, -13.21]}

---

Most stable: a. Least stable: b.

---

--- a ---
{"formula": "C3H14N2O3", "method": "the ωB97M-V functional and the def2-TZVPD basis", "elements": ["C", "C", "N", "C", "N", "H", "H", "H", "H", "H", "H", "H", "H", "O", "H", "H", "O", "H", "H", "O", "H", "H"], "positions_angstrom": [[1.38, 0.79, -1.85], [0.63, -0.15, -0.96], [0.94, 0.06, 0.39], [-0.20, -1.18, -1.37], [-1.07, -1.95, -0.59], [1.78, 0.31, -2.79], [0.64, 1.52, -2.50], [2.19, 1.40, -1.41], [1.62, 0.90, 0.47], [0.06, 0.28, 0.89], [-0.45, -1.42, -2.41], [-0.77, -2.37, 0.24], [-1.65, -2.56, -1.02], [-2.17, 1.02, 0.70], [-1.52, 0.38, 0.32], [-2.28, 1.00, 1.64], [1.27, -2.29, 2.27], [1.60, -2.76, 1.54], [0.90, -1.47, 1.95], [-0.42, 3.15, 0.68], [-0.50, 3.76, -0.05], [-1.10, 2.51, 0.41]], "mulliken_charge": [-1.4259, 0.5338, -0.4707, -0.2658, -0.3624, 0.3321, 0.1913, 0.3590, 0.2228, 0.3355, 0.3233, 0.1568, 0.1853, -0.7672, 0.3127, 0.3183, -0.6788, 0.3006, 0.3334, -0.6298, 0.3227, 0.3729], "e_lumo_ev": 0.6280, "gap_ev": 8.244, "smiles": "C/C(N)=C/N.O.O.O", "total_charge": 0, "e_homo_ev": -7.62}

---

--- b ---
{"formula": "C3H14N2O3", "method": "the ωB97M-V functional and the def2-TZVPD basis", "elements": ["N", "C", "C", "N", "C", "O", "H", "H", "H", "H", "H", "H", "H", "H", "H", "H", "O", "H", "H", "O", "H", "H"], "positions_angstrom": [[-0.50, 2.36, 0.44], [0.28, 1.99, -0.69], [0.74, 0.56, -0.60], [-0.39, -0.45, -1.03], [0.20, -1.59, -1.68], [0.26, -2.59, -0.68], [-0.87, 1.48, 0.81], [0.05, 2.93, 1.14], [1.03, 2.69, -0.84], [-0.24, 1.98, -1.66], [1.68, 0.34, -1.14], [0.98, 0.38, 0.54], [-1.26, 0.05, -1.22], [-0.35, -2.14, -2.55], [1.34, -1.53, -1.87], [-0.66, -2.72, -0.39], [-1.62, 0.09, 1.98], [-1.19, 0.16, 2.91], [-2.15, 0.91, 1.94], [1.18, -1.28, 1.67], [0.88, -2.17, 2.11], [0.62, -1.45, 0.81]], "mulliken_charge": [-0.5439, -1.0338, -0.5258, -0.2160, -0.2949, -0.5815, 0.3382, 0.2344, 0.4664, 0.2783, 0.5062, 0.3558, 0.2311, 0.3044, 0.1890, 0.3163, -0.6758, 0.3342, 0.3007, -0.6682, 0.3254, 0.3598], "e_lumo_ev": 0.6959, "gap_ev": 9.651, "smiles": "NCCNCO.O.O", "total_charge": 0, "e_homo_ev": -8.95}

---

Most stable: a. Least stable: b.